Record 1
Computed, not measured: 2 unconnected molecules or ions with the total composition CH2F3P in a non-equilibrium geometry, with ωB97M-V/def2-TZVPD.

Each line ends with the Mulliken charge.
CARTESIAN COORDINATES (ANGSTROEM)
1 C -0.065 -0.322 -0.555  -0.23
2 F 0.788 -0.312 -1.609  -0.23
3 F 0.992 2.127 0.614  -0.63
4 F -0.981 -0.621 1.600  -0.20
5 P 0.552 -0.476 1.129  0.61
6 H -0.816 -1.021 -0.662  0.35
7 H -0.470 0.626 -0.518  0.34

Force components x, y, z for each atom (eV/Å):
C 2.104 0.000 -0.504
F 0.687 -0.511 -0.158
F -0.562 -2.813 0.705
F 1.274 0.287 0.247
P -0.546 2.482 -0.103
H -1.657 -1.809 -0.509
H -1.299 2.365 0.322

max |F| = 3.0 eV/Å
electronic energy = -680.143254 Eh
lowest unoccupied orbital energy (spin up / spin down) = -2.905 / -2.852 eV
Kohn-Sham gap (spin up / spin down) = 7.70 / 8.06 eV
energy relative to the best compared isomer or geometry (same formula, charge and spin) = 402.67 kJ/mol
E_HOMO (spin up / spin down) = -10.60 / -10.91 eV


Record 2
Computed, not measured: a molecular structure, C44H45BaF5N10O2S, with ωB97M-V/def2-TZVPD.

Each line ends with the Mulliken charge.
CARTESIAN COORDINATES (ANGSTROEM)
1 Ba 0.831 1.588 0.464  0.32
2 N 0.138 -1.877 3.654  0.30
3 C -0.033 -1.352 2.432  -0.78
4 N 0.933 -0.965 1.662  -0.13
5 C 2.249 -1.005 2.111  0.13
6 N 3.280 -0.614 1.435  -0.85
7 N 3.074 0.074 0.240  1.16
8 C 4.162 0.358 -0.365  -1.94
9 C 4.337 1.413 -1.366  1.18
10 C 5.587 1.923 -1.359  -0.58
11 C 5.935 3.227 -1.894  -0.57
12 C 4.980 3.959 -2.463  -1.13
13 C 3.656 3.361 -2.732  -0.16
14 N 3.237 2.113 -1.966  1.00
15 C 2.497 -1.521 3.472  0.72
16 C 3.763 -1.545 4.057  -0.26
17 C 3.925 -1.973 5.359  -0.85
18 C 2.821 -2.383 6.105  -0.57
19 C 1.559 -2.362 5.548  -0.90
20 C 1.403 -1.929 4.235  -0.09
21 H -0.674 -2.048 4.226  0.36
22 H -1.049 -1.306 2.057  0.57
23 H 5.079 -0.108 -0.005  0.27
24 H 6.338 1.392 -0.789  0.38
25 H 6.936 3.608 -1.753  0.45
26 H 5.172 4.957 -2.837  0.47
27 H 2.849 4.091 -2.674  0.33
28 H 4.604 -1.203 3.470  0.47
29 H 4.910 -1.975 5.807  0.41
30 H 2.947 -2.700 7.132  0.42
31 H 0.691 -2.658 6.127  0.47
32 N -0.686 6.109 0.944  -0.61
33 C 0.729 5.853 0.720  -0.60
34 C 0.951 4.434 0.237  1.09
35 O 0.050 3.889 -0.467  -0.65
36 O 2.030 3.847 0.517  -0.74
37 H -1.212 5.743 0.160  0.22
38 H -0.870 7.099 1.028  0.20
39 H 1.304 6.002 1.632  0.33
40 H 1.184 6.489 -0.056  0.28
41 F 2.392 0.706 7.565  -0.41
42 C 1.574 0.944 6.533  0.84
43 C 2.058 1.446 5.345  -0.18
44 F 3.364 1.702 5.216  -0.44
45 C 1.198 1.669 4.283  0.02
46 F 1.795 2.122 3.152  -0.35
47 C -0.175 1.422 4.320  0.67
48 S -1.301 1.653 3.013  -0.44
49 C -0.613 0.903 5.552  0.11
50 F -1.904 0.574 5.713  -0.45
51 C 0.223 0.665 6.624  0.27
52 F -0.265 0.139 7.758  -0.38
53 C -5.930 -0.851 -3.147  -2.07
54 C -5.652 0.482 -2.451  1.95
55 C -5.615 1.594 -3.509  -1.59
56 C -6.790 0.758 -1.458  -1.64
57 C -4.320 0.476 -1.711  0.35
58 C -3.952 1.559 -0.915  -1.24
59 C -2.726 1.562 -0.278  -1.06
60 N -1.858 0.552 -0.378  0.86
61 C -2.198 -0.498 -1.120  -0.04
62 C -3.409 -0.568 -1.803  -0.66
63 C -1.225 -1.632 -1.174  -0.45
64 C -1.681 -2.949 -1.227  0.06
65 C -0.775 -3.999 -1.271  0.35
66 C 0.577 -3.659 -1.267  -0.94
67 C 0.946 -2.329 -1.196  -1.06
68 N 0.069 -1.332 -1.137  0.31
69 C -1.203 -5.463 -1.273  2.09
70 C -2.711 -5.621 -1.479  -2.04
71 C -0.478 -6.217 -2.395  -1.73
72 C -0.823 -6.075 0.084  -1.65
73 H -6.912 -0.814 -3.621  0.43
74 H -5.935 -1.681 -2.436  0.43
75 H -5.196 -1.064 -3.926  0.38
76 H -6.562 1.626 -4.052  0.45
77 H -4.814 1.417 -4.230  0.36
78 H -5.451 2.571 -3.053  0.34
79 H -7.749 0.733 -1.980  0.46
80 H -6.692 1.737 -0.988  0.33
81 H -6.810 0.004 -0.670  0.37
82 H -4.610 2.409 -0.787  0.43
83 H -2.428 2.389 0.359  0.47
84 H -3.617 -1.436 -2.411  0.79
85 H -2.745 -3.137 -1.211  0.77
86 H 1.347 -4.418 -1.301  0.41
87 H 1.991 -2.042 -1.166  0.43
88 H -3.037 -5.161 -2.415  0.43
89 H -3.281 -5.183 -0.659  0.37
90 H -2.961 -6.682 -1.522  0.43
91 H -0.664 -5.749 -3.363  0.38
92 H -0.836 -7.247 -2.437  0.48
93 H 0.600 -6.250 -2.235  0.32
94 H -1.341 -5.563 0.898  0.36
95 H 0.250 -6.000 0.264  0.35
96 H -1.101 -7.131 0.111  0.45
97 C 0.239 1.338 -2.959  0.57
98 C 1.464 1.907 -3.566  -0.35
99 N 2.802 1.497 -3.235  -0.17
100 C 3.619 2.489 -4.040  0.71
101 C 2.763 2.843 -5.198  -1.26
102 N 1.504 2.618 -4.655  0.21
103 H 0.562 0.547 -2.286  -0.95
104 H -0.412 0.853 -3.694  0.52
105 H -0.353 2.090 -2.429  0.24
106 H 4.618 2.121 -4.271  0.43
107 H 2.887 3.749 -5.776  0.20
108 H 0.655 2.881 -5.134  0.26

Force components x, y, z for each atom (eV/Å):
Ba -0.697 -0.331 -0.036
N -0.183 0.104 0.082
C 0.342 -0.164 -0.157
N 0.307 0.266 -0.037
C -0.037 -0.235 0.007
N 0.283 -0.229 0.028
N -0.401 0.030 0.041
C -0.117 -0.196 0.054
C 0.134 0.065 0.022
C 0.011 0.014 0.017
C -0.016 -0.045 -0.002
C -0.035 0.020 -0.001
C 0.124 0.067 -0.007
N -0.057 -0.156 0.092
C -0.108 -0.008 0.014
C 0.046 -0.003 0.026
C 0.038 0.014 -0.022
C -0.054 0.021 -0.013
C 0.024 0.000 0.058
C 0.034 -0.005 -0.044
H -0.006 -0.006 -0.007
H -0.023 0.109 0.094
H 0.058 0.100 0.003
H 0.013 0.010 -0.015
H 0.004 -0.020 0.019
H -0.021 0.003 0.020
H -0.058 -0.044 -0.034
H -0.007 0.001 -0.004
H -0.006 -0.001 -0.001
H 0.001 -0.004 -0.003
H 0.005 0.000 -0.007
N 0.027 0.037 0.018
C 0.025 0.023 -0.042
C 0.237 -0.084 -0.395
O -0.255 0.296 -0.007
O 0.014 0.557 0.210
H -0.010 -0.025 -0.001
H -0.008 0.014 -0.032
H -0.031 -0.032 0.032
H 0.011 0.038 0.018
F 0.001 -0.010 -0.004
C 0.020 -0.021 0.019
C 0.081 0.023 -0.013
F -0.014 -0.004 -0.012
C 0.094 -0.061 -0.042
F -0.237 0.002 -0.128
C -0.116 -0.151 0.248
S 0.403 -0.071 -0.201
C 0.008 0.002 -0.079
F 0.023 0.003 -0.011
C -0.064 -0.027 0.052
F 0.012 0.012 -0.028
C 0.011 0.015 0.005
C -0.014 -0.001 -0.008
C -0.011 0.005 0.008
C 0.021 -0.018 0.002
C -0.004 0.009 -0.001
C -0.029 0.091 -0.008
C -0.012 -0.220 0.013
N 0.247 0.186 0.056
C -0.033 -0.044 0.023
C 0.005 -0.018 0.023
C 0.043 -0.117 0.017
C -0.050 0.034 -0.007
C 0.013 -0.071 0.015
C 0.029 0.037 0.032
C -0.054 -0.049 0.051
N -0.032 0.301 -0.112
C -0.009 -0.005 -0.001
C 0.022 0.020 0.004
C -0.011 0.019 -0.006
C 0.006 -0.004 -0.014
H 0.005 0.002 -0.006
H -0.007 -0.001 -0.008
H 0.003 -0.009 0.006
H 0.003 0.000 0.003
H -0.001 0.003 0.002
H 0.000 -0.005 -0.008
H 0.000 0.007 -0.001
H -0.002 -0.010 0.004
H -0.008 0.006 -0.002
H 0.012 -0.003 -0.006
H 0.002 0.037 -0.054
H -0.006 0.002 -0.005
H 0.001 0.004 0.001
H -0.006 0.005 0.002
H -0.002 -0.003 -0.008
H -0.005 -0.009 0.003
H -0.005 0.004 -0.007
H 0.001 0.001 0.005
H -0.004 -0.016 -0.002
H 0.011 -0.002 0.004
H -0.005 0.014 -0.010
H 0.006 -0.005 0.000
H -0.007 -0.004 0.002
H -0.001 0.005 0.001
C 0.135 -0.061 -0.004
C 0.023 -0.096 0.127
N -0.016 0.096 -0.049
C 0.037 -0.061 0.069
C -0.100 0.050 0.033
N 0.054 0.059 -0.125
H -0.195 -0.041 0.150
H 0.040 0.048 -0.066
H 0.108 -0.030 0.063
H -0.006 -0.026 0.009
H -0.012 -0.024 -0.014
H -0.015 -0.001 0.006

max |F| = 0.8 eV/Å
electronic energy = -3324.720339 Eh
lowest unoccupied orbital energy = -0.359 eV
Kohn-Sham gap = 5.95 eV
energy relative to the best compared isomer or geometry (same formula, charge and spin) = 446.94 kJ/mol
E_HOMO = -6.31 eV


Record 3
Computed, not measured: a molecular structure, CH5NO6P2S2 in a non-equilibrium geometry, with ωB97M-V/def2-TZVPD.

Each line ends with the Mulliken charge.
CARTESIAN COORDINATES (ANGSTROEM)
1 C -3.177 0.326 -0.294  -0.60
2 N -0.326 -1.921 0.316  -0.47
3 O 4.326 -0.075 -0.629  -0.79
4 O 2.328 1.484 -1.026  -0.53
5 O 2.857 0.759 1.282  -0.81
6 O -0.091 0.535 -0.838  -0.79
7 O 0.455 0.116 1.692  -0.51
8 O 1.871 -0.961 -0.274  -0.33
9 P 0.384 -0.479 0.170  0.87
10 P 2.999 0.291 -0.137  0.81
11 S -3.403 -1.470 0.346  -0.25
12 S -1.672 -2.260 -0.611  -0.19
13 H -3.600 0.941 0.532  0.20
14 H -3.634 0.360 -1.189  0.37
15 H -2.180 0.553 -0.538  0.11
16 H 1.466 1.598 -0.634  0.43
17 H 1.396 0.203 1.830  0.47

Force components x, y, z for each atom (eV/Å):
C -0.445 -1.495 3.956
N -1.555 -0.361 -0.560
O 0.651 -0.621 -0.925
O 1.798 -0.616 -0.412
O 0.380 -0.183 0.654
O -0.227 -0.197 1.037
O -1.558 -0.959 -1.613
O 1.061 1.642 0.497
P -1.157 -0.853 -0.294
P -0.682 0.817 0.682
S 1.005 1.250 -0.877
S 0.560 0.012 0.760
H 0.231 -0.004 -0.934
H -2.352 0.397 -2.837
H 1.614 0.044 0.534
H -1.179 0.265 -0.211
H 1.856 0.862 0.545

max |F| = 4.3 eV/Å
electronic energy = -2026.662479 Eh
lowest unoccupied orbital energy = 5.175 eV
Kohn-Sham gap = 6.05 eV
net charge = -2
E_HOMO = -0.88 eV


Record 4
Computed, not measured: C2H3F3O in the gas phase in a non-equilibrium geometry, with ωB97M-V/def2-TZVPD.

Each line ends with the Löwdin spin population.
CARTESIAN COORDINATES (ANGSTROEM)
1 C 0.574 0.411 -0.129  0.07
2 C -1.179 -0.091 0.118  0.08
3 O 1.217 -0.762 -0.416  1.05
4 F -1.599 -0.733 -0.966  0.01
5 F -1.231 -0.904 1.170  0.01
6 F 2.569 -0.716 0.060  0.73
7 H 0.556 1.127 -0.952  0.03
8 H 0.855 0.848 0.826  0.01
9 H -1.762 0.819 0.289  0.01

Force components x, y, z for each atom (eV/Å):
C -4.158 -1.561 0.758
C 3.148 1.968 -0.472
O -11.098 0.316 -4.275
F -0.096 -0.241 -0.342
F 0.005 -0.282 0.320
F 11.686 0.170 4.194
H 0.156 -0.193 -0.169
H 0.448 0.036 -0.045
H -0.091 -0.213 0.032

⟨S²⟩ = 2.01
max |F| = 12.4 eV/Å
electronic energy = -452.558561 Eh
lowest unoccupied orbital energy (spin up / spin down) = 0.865 / -2.372 eV
Kohn-Sham gap (spin up / spin down) = 8.68 / 9.01 eV
energy relative to the best compared isomer or geometry (same formula, charge and spin) = 58.89 kJ/mol
E_HOMO (spin up / spin down) = -7.82 / -11.38 eV
spin multiplicity = 3


Record 5
Computed, not measured: C4H8O2 in the gas phase, with ωB97M-V/def2-TZVPD.

Each line ends with the Mulliken charge.
CARTESIAN COORDINATES (ANGSTROEM)
1 C -0.823 -1.023 -0.455  -0.93
2 C -0.554 0.356 -1.063  -0.34
3 O 0.686 0.964 -0.721  -0.37
4 C 1.246 0.633 0.523  -0.30
5 C 0.262 0.277 1.624  -0.02
6 O 0.510 -0.504 2.511  -0.50
7 H -0.520 -1.160 0.579  0.30
8 H -0.297 -1.808 -0.993  0.30
9 H -1.898 -1.211 -0.441  0.32
10 H -0.541 0.258 -2.154  0.29
11 H -1.364 1.059 -0.820  0.27
12 H 1.760 1.531 0.887  0.30
13 H 1.981 -0.178 0.433  0.27
14 H -0.716 0.803 1.560  0.39

Force components x, y, z for each atom (eV/Å):
C -0.031 -0.176 -0.128
C -0.299 -0.125 -0.070
O -0.012 -0.013 0.031
C 0.182 -0.106 0.298
C 0.207 0.007 0.334
O 0.015 0.585 -0.119
H -0.141 0.027 -0.271
H -0.129 -0.047 -0.213
H 0.038 -0.108 -0.319
H -0.025 0.081 0.174
H 0.068 -0.165 0.074
H 0.106 -0.088 -0.064
H -0.109 0.100 0.082
H 0.130 0.028 0.191

structure (SMILES) = CCOCC=O
max |F| = 0.6 eV/Å
electronic energy = -307.633919 Eh
lowest unoccupied orbital energy = 0.957 eV
Kohn-Sham gap = 10.76 eV
energy relative to the best compared isomer or geometry (same formula, charge and spin) = 206.13 kJ/mol
E_HOMO = -9.80 eV


Record 6
Computed, not measured: C3H7NO in the gas phase in a non-equilibrium geometry, with ωB97M-V/def2-TZVPD.

Each line ends with the Mulliken charge.
CARTESIAN COORDINATES (ANGSTROEM)
1 C 1.734 -0.589 -0.013  -0.65
2 N 0.381 -0.064 0.067  0.09
3 C 0.180 1.434 -0.030  -0.75
4 C -0.825 -0.751 0.010  0.15
5 O -1.893 -0.168 0.014  -0.56
6 H 1.744 -1.589 -0.602  0.25
7 H 2.369 0.300 -0.497  0.23
8 H 2.174 -0.873 1.045  0.22
9 H -0.871 1.437 -0.663  0.28
10 H 0.082 1.896 1.059  0.21
11 H 1.145 1.948 -0.525  0.29
12 H -0.695 -1.889 -0.203  0.24

Force components x, y, z for each atom (eV/Å):
C 1.120 -0.490 0.360
N -0.947 1.317 -0.083
C -0.295 0.022 0.034
C 1.485 -0.598 -0.968
O 0.171 -0.893 0.242
H 0.164 1.866 0.641
H -1.064 -2.504 0.944
H -0.731 0.841 -1.956
H 2.869 1.019 1.710
H -0.133 -0.840 -2.398
H -2.413 -1.283 0.846
H -0.227 1.543 0.628

structure (SMILES) = CN(C)C=O
max |F| = 3.5 eV/Å
electronic energy = -248.447712 Eh
lowest unoccupied orbital energy = 0.834 eV
Kohn-Sham gap = 10.17 eV
energy relative to the best compared isomer or geometry (same formula, charge and spin) = 206.84 kJ/mol
E_HOMO = -9.33 eV